DFT (ωB97M-V/def2-TZVPD) results for a structure of composition C26H44BrN3OP2Zn at a distorted geometry.

Geometry (Å):
Br 3.07034 5.89248 -1.01190
Zn -0.14828 -0.06811 0.05263
P 2.86202 -0.33475 0.49490
P -1.02574 -2.33095 0.00573
O -1.04762 0.17688 2.24991
N 0.60138 1.51259 3.19452
N -5.22034 3.13847 -2.93599
N -0.93290 0.45296 4.55472
C -3.21769 1.84031 -1.38567
C 3.11322 1.46819 0.54462
C -4.08758 2.82725 -0.81642
C 0.12286 2.30452 -1.31858
C 2.11337 3.42404 -2.09849
C -0.07280 -3.31090 -1.20551
C -1.45281 -4.60892 1.77913
C -0.90223 -3.19329 1.61889
C -0.81178 1.14622 -1.36904
C 1.99051 4.39216 -1.06504
C 4.59449 1.86391 0.30525
C -5.04537 3.44820 -1.64119
C -2.72877 -2.67864 -0.57368
C 2.95143 -1.65277 3.00323
C -2.07294 1.34164 -0.67670
C -3.39290 1.54186 -2.76835
C 1.01911 4.16888 -0.06653
C 1.17400 2.39641 -2.24114
C -4.41892 2.20316 -3.47590
C 2.65789 -0.92453 -1.19328
C -0.21216 -2.74163 -2.61650
C 3.92427 -1.69659 -1.66379
C -0.54716 0.73692 3.27183
C 0.03568 3.20622 -0.24924
C 2.03003 -1.06101 1.91538
C -3.76882 -2.26579 0.46812
H -0.95751 -5.05290 2.65248
H -4.64712 -1.80497 -0.00592
H -1.21058 -2.99029 -2.99544
H -1.32532 -2.52760 2.37930
H -1.84203 0.03400 4.66539
H -4.00825 3.20777 0.20277
H 0.68983 2.02772 2.32824
H -1.22008 -5.23389 0.90955
H 1.32070 -1.83398 1.55613
H -2.91148 -2.12185 -1.50820
H 0.78367 2.11035 4.01565
H -0.80179 0.67650 -2.34650
H -2.14205 1.49214 0.40280
H 4.94018 1.65085 -0.71514
H 3.83901 -1.90720 -2.73635
H -5.72894 4.24431 -1.28902
H -3.36056 -1.51952 1.16813
H 0.96873 -3.33066 -0.85307
H -2.79836 -3.75086 -0.86416
H -0.07785 -1.65086 -2.66712
H -4.12908 -3.14309 1.02003
H -0.43149 -4.35093 -1.13244
H -4.60756 1.97877 -4.53965
H 5.25180 1.33266 1.00846
H 4.72262 2.94047 0.48018
H 1.73028 -1.52031 -1.35160
H 4.83719 -1.09682 -1.52588
H 2.38287 -2.32688 3.65287
H 2.42909 1.97713 -0.16301
H 1.44236 -0.27257 2.41502
H 0.53767 -3.19716 -3.27373
H 2.56059 -0.00202 -1.79216
H 2.96356 3.46981 -2.76904
H 0.16818 -3.20434 1.84983
H -2.74041 0.85413 -3.32458
H 2.81705 1.85101 1.53903
H -2.53311 -4.65269 1.97533
H -0.82080 3.13542 0.42171
H 1.19937 1.70467 -3.08642
H 3.37003 -0.88673 3.66243
H 4.07764 -2.65448 -1.14461
H 3.79326 -2.18988 2.56325
H -0.71368 1.17192 5.26685
H 1.02861 4.74741 0.86267

Summary:
HOMO energy (alpha / beta) (eV): -12.78 / -12.78
LUMO level (alpha / beta) (eV): -8.115 / -8.115
Max |F| (eV Å⁻¹): 2.3
Energy relative to the best compared isomer or geometry (same formula, charge and spin) (kcal per mole): 0.00
Net charge: +2
Calculated total energy (eV): -171215.5428